{
  "formula": "C79H171N7O2",
  "method": "ωB97M-V/def2-TZVPD",
  "total_charge": 6,
  "largest_force_ev_per_a": 3.5,
  "e_tot_ha": -3644.1371,
  "relative_energy_ev": 4.8567,
  "symbols": ["C", "C", "O", "O", "H", "H", "H", "C", "C", "C", "C", "N", "C", "C", "C", "C", "C", "C", "C", "H", "H", "H", "H", "H", "H", "H", "H", "H", "H", "H", "H", "H", "H", "H", "H", "H", "H", "H", "H", "H", "H", "H", "H", "C", "C", "C", "C", "N", "C", "C", "C", "C", "C", "C", "C", "H", "H", "H", "H", "H", "H", "H", "H", "H", "H", "H", "H", "H", "H", "H", "H", "H", "H", "H", "H", "H", "H", "H", "H", "C", "C", "C", "C", "N", "C", "C", "C", "C", "C", "C", "C", "H", "H", "H", "H", "H", "H", "H", "H", "H", "H", "H", "H", "H", "H", "H", "H", "H", "H", "H", "H", "H", "H", "H", "H", "C", "C", "C", "C", "N", "C", "C", "C", "C", "C", "C", "C", "H", "H", "H", "H", "H", "H", "H", "H", "H", "H", "H", "H", "H", "H", "H", "H", "H", "H", "H", "H", "H", "H", "H", "H", "C", "C", "C", "C", "N", "C", "C", "C", "C", "C", "C", "C", "H", "H", "H", "H", "H", "H", "H", "H", "H", "H", "H", "H", "H", "H", "H", "H", "H", "H", "H", "H", "H", "H", "H", "H", "C", "C", "C", "C", "N", "C", "C", "C", "C", "C", "C", "C", "H", "H", "H", "H", "H", "H", "H", "H", "H", "H", "H", "H", "H", "H", "H", "H", "H", "H", "H", "H", "H", "H", "H", "H", "C", "C", "C", "C", "N", "C", "C", "C", "C", "C", "C", "C", "H", "H", "H", "H", "H", "H", "H", "H", "H", "H", "H", "H", "H", "H", "H", "H", "H", "H", "H", "H", "H", "H", "H", "H"],
  "positions_angstrom": [[2.672, -9.415, 3.321], [3.786, -10.178, 4.000], [3.672, -11.425, 4.166], [4.826, -9.555, 4.278], [2.533, -8.447, 3.802], [1.734, -9.968, 3.379], [2.871, -9.321, 2.254], [4.472, -6.844, 1.246], [4.527, -5.426, 0.606], [3.541, -4.373, 1.212], [3.879, -2.979, 0.678], [3.273, -1.836, 1.622], [4.252, -1.424, 2.740], [5.173, -0.291, 2.149], [4.698, 0.042, 0.777], [3.300, -0.508, 0.816], [1.855, -2.190, 2.195], [0.727, -2.358, 1.132], [-0.629, -2.672, 1.865], [4.207, -6.736, 2.297], [5.479, -7.220, 1.060], [3.736, -7.424, 0.689], [4.373, -5.461, -0.472], [5.524, -5.007, 0.742], [3.797, -4.375, 2.272], [2.491, -4.607, 1.036], [3.621, -2.997, -0.380], [4.960, -2.884, 0.787], [3.671, -1.034, 3.576], [4.898, -2.224, 3.100], [5.123, 0.636, 2.720], [6.225, -0.570, 2.089], [4.599, 1.124, 0.681], [5.263, -0.378, -0.055], [2.671, 0.160, 1.405], [2.775, -0.653, -0.128], [1.660, -1.244, 2.701], [1.995, -3.027, 2.878], [0.885, -2.929, 0.218], [0.565, -1.359, 0.728], [-1.353, -2.633, 1.051], [-0.710, -1.846, 2.570], [-0.625, -3.694, 2.245], [-3.771, -9.723, 7.909], [-3.360, -8.694, 8.923], [-1.882, -8.460, 9.017], [-1.525, -6.999, 9.475], [0.051, -6.828, 9.537], [0.608, -7.635, 10.764], [1.756, -6.893, 11.313], [1.453, -5.374, 10.987], [0.245, -5.347, 10.137], [0.766, -7.023, 8.147], [1.314, -8.459, 8.006], [1.833, -8.884, 6.629], [-3.504, -9.334, 6.926], [-4.833, -9.927, 8.048], [-3.177, -10.605, 8.151], [-3.800, -9.069, 9.847], [-3.768, -7.731, 8.618], [-1.413, -8.800, 8.094], [-1.507, -9.190, 9.735], [-1.806, -6.723, 10.492], [-1.777, -6.204, 8.773], [0.702, -8.686, 10.491], [-0.231, -7.798, 11.440], [2.749, -7.176, 10.963], [1.722, -7.029, 12.394], [2.245, -4.934, 10.381], [1.205, -4.754, 11.848], [0.307, -4.672, 9.284], [-0.579, -5.060, 10.791], [1.656, -6.399, 8.224], [0.129, -6.675, 7.334], [0.559, -9.129, 8.417], [2.164, -8.495, 8.687], [1.112, -8.714, 5.830], [1.879, -9.969, 6.539], [2.780, -8.420, 6.353], [5.647, -2.274, 9.365], [6.799, -2.954, 8.609], [6.228, -4.135, 7.747], [7.290, -4.916, 7.035], [6.715, -6.134, 6.272], [6.008, -5.767, 4.886], [7.007, -6.218, 3.736], [8.387, -6.401, 4.410], [7.925, -6.936, 5.763], [5.646, -7.051, 6.888], [6.231, -7.671, 8.178], [5.187, -8.380, 9.062], [4.901, -1.861, 8.685], [5.981, -1.353, 9.842], [5.149, -2.913, 10.094], [7.649, -3.218, 9.238], [7.219, -2.289, 7.855], [5.491, -3.734, 7.051], [5.681, -4.807, 8.408], [8.026, -5.187, 7.791], [7.801, -4.331, 6.271], [5.111, -6.342, 4.655], [5.647, -4.740, 4.936], [6.714, -7.172, 3.297], [7.078, -5.482, 2.936], [8.946, -7.107, 3.795], [8.856, -5.418, 4.455], [7.569, -7.963, 5.672], [8.723, -7.019, 6.501], [5.379, -7.887, 6.241], [4.863, -6.311, 7.053], [6.678, -6.787, 8.634], [7.066, -8.302, 7.873], [4.674, -9.143, 8.476], [4.352, -7.794, 9.445], [5.736, -8.741, 9.932], [-0.316, -8.213, 0.313], [-0.382, -9.642, 0.835], [-1.864, -10.052, 1.220], [-2.870, -9.884, -0.005], [-4.329, -10.486, 0.215], [-4.804, -9.850, 1.573], [-4.690, -10.947, 2.616], [-4.928, -12.232, 1.862], [-4.254, -12.042, 0.518], [-5.313, -10.213, -0.917], [-4.780, -10.791, -2.243], [-5.785, -10.583, -3.384], [0.714, -7.865, 0.231], [-0.987, -7.516, 0.815], [-0.654, -8.194, -0.723], [0.177, -9.682, 1.771], [0.159, -10.175, 0.054], [-2.170, -9.469, 2.089], [-1.961, -11.004, 1.742], [-2.534, -10.480, -0.853], [-3.091, -8.846, -0.255], [-5.775, -9.375, 1.434], [-4.308, -8.899, 1.771], [-5.451, -10.897, 3.395], [-3.734, -10.993, 3.137], [-5.982, -12.435, 1.673], [-4.485, -13.088, 2.371], [-4.733, -12.659, -0.242], [-3.230, -12.412, 0.486], [-5.443, -9.131, -0.886], [-6.308, -10.586, -0.672], [-4.631, -11.864, -2.116], [-3.924, -10.215, -2.596], [-5.823, -9.535, -3.682], [-6.777, -10.955, -3.128], [-5.360, -11.245, -4.138], [7.115, -16.298, 2.569], [5.758, -15.505, 2.721], [5.786, -13.973, 2.613], [6.505, -13.394, 1.342], [6.508, -11.799, 1.238], [7.278, -11.407, -0.070], [6.217, -11.177, -1.108], [4.861, -11.463, -0.471], [5.055, -11.229, 1.041], [7.080, -11.083, 2.547], [8.602, -11.307, 2.865], [8.985, -10.493, 4.069], [7.649, -15.961, 1.681], [6.817, -17.346, 2.544], [7.691, -16.186, 3.487], [5.221, -15.840, 3.608], [5.052, -15.779, 1.937], [6.104, -13.477, 3.530], [4.751, -13.637, 2.544], [6.058, -13.862, 0.465], [7.541, -13.725, 1.416], [7.805, -10.493, 0.206], [7.980, -12.215, -0.277], [6.330, -10.118, -1.341], [6.353, -11.888, -1.923], [4.108, -10.806, -0.905], [4.616, -12.517, -0.597], [4.942, -10.174, 1.289], [4.422, -11.814, 1.708], [6.372, -11.411, 3.308], [6.940, -10.017, 2.366], [9.264, -11.067, 2.033], [8.782, -12.351, 3.124], [8.677, -9.463, 3.886], [10.036, -10.686, 4.280], [8.459, -10.977, 4.893], [1.113, -13.243, 1.677], [0.717, -13.433, 0.210], [0.603, -14.904, -0.167], [-0.659, -15.606, 0.471], [-0.608, -17.148, 0.302], [-0.632, -17.651, -1.182], [-1.286, -19.020, -1.282], [-2.055, -19.231, -0.003], [-1.927, -17.853, 0.804], [0.572, -17.851, 1.076], [0.947, -17.344, 2.497], [2.051, -18.220, 3.079], [0.307, -13.033, 2.381], [1.876, -12.481, 1.838], [1.599, -14.168, 1.986], [1.342, -12.906, -0.511], [-0.255, -12.996, -0.020], [1.590, -15.323, 0.028], [0.497, -14.825, -1.249], [-1.560, -15.191, 0.021], [-0.631, -15.435, 1.547], [0.349, -17.531, -1.641], [-1.294, -16.893, -1.601], [-0.580, -19.842, -1.406], [-2.014, -19.093, -2.090], [-1.593, -20.089, 0.486], [-3.111, -19.408, -0.205], [-1.899, -17.954, 1.889], [-2.753, -17.171, 0.603], [1.406, -17.595, 0.423], [0.306, -18.908, 1.066], [0.063, -17.471, 3.123], [1.223, -16.292, 2.571], [1.652, -19.221, 3.242], [2.305, -17.774, 4.041], [3.020, -18.296, 2.586], [0.792, -14.846, 5.255], [2.269, -14.979, 5.260], [2.810, -14.091, 6.382], [4.338, -14.301, 6.453], [5.155, -13.549, 7.537], [6.670, -14.009, 7.341], [7.209, -13.048, 6.415], [6.550, -11.679, 6.702], [5.184, -11.991, 7.272], [4.607, -13.854, 8.964], [4.571, -15.359, 9.351], [3.910, -15.639, 10.746], [0.293, -15.375, 4.443], [0.340, -13.859, 5.361], [0.366, -15.399, 6.092], [2.664, -14.582, 4.325], [2.542, -16.026, 5.392], [2.204, -14.378, 7.241], [2.597, -13.092, 6.000], [4.930, -14.049, 5.573], [4.596, -15.356, 6.551], [7.089, -13.869, 8.338], [6.744, -15.069, 7.097], [8.269, -12.902, 6.619], [7.112, -13.412, 5.392], [7.082, -10.913, 7.267], [6.377, -11.076, 5.811], [4.931, -11.296, 8.073], [4.406, -11.823, 6.527], [3.612, -13.409, 8.934], [5.268, -13.226, 9.561], [5.567, -15.797, 9.411], [4.003, -15.968, 8.648], [3.814, -16.670, 11.086], [2.906, -15.215, 10.718], [4.460, -15.092, 11.512]]
}



{
  "formula": "C5H8O2",
  "method": "ωB97M-V/def2-TZVPD",
  "largest_force_ev_per_a": 1.4,
  "e_tot_ha": -345.7477,
  "relative_energy_ev": 1.5574,
  "symbols": ["O", "C", "C", "C", "C", "C", "O", "H", "H", "H", "H", "H", "H", "H", "H"],
  "positions_angstrom": [[2.658, 0.633, 0.240], [1.533, -0.207, 0.040], [0.285, 0.579, 0.462], [-0.730, 0.782, -0.629], [-2.049, 0.737, -0.460], [-1.360, -2.338, 0.135], [-1.724, -2.800, -0.837], [3.449, 0.142, -0.009], [1.624, -1.128, 0.634], [1.458, -0.511, -1.018], [-0.196, 0.107, 1.325], [0.649, 1.559, 0.794], [-0.331, 1.009, -1.620], [-2.739, 0.937, -1.276], [-2.489, 0.518, 0.512]]
}



{
  "formula": "C6H7N",
  "method": "ωB97M-V/def2-TZVPD",
  "smiles": "C=C1N=C1C1CC1",
  "largest_force_ev_per_a": 4.7,
  "e_tot_ha": -287.4162,
  "relative_energy_ev": 4.6533,
  "symbols": ["C", "C", "C", "C", "C", "C", "N", "H", "H", "H", "H", "H", "H", "H"],
  "positions_angstrom": [[1.015, 1.709, -0.201], [-0.029, 0.697, -0.147], [2.227, 2.073, -0.465], [-0.660, -1.422, 0.919], [-1.653, -1.236, -0.146], [-0.332, -0.685, -0.324], [-0.339, 1.841, 0.292], [2.599, 2.960, 0.000], [2.684, 1.294, -1.074], [-0.824, -0.759, 1.736], [-0.334, -2.473, 1.173], [-1.848, -2.049, -0.784], [-2.655, -0.715, 0.071], [0.148, -1.235, -1.049]]
}